No. 1
Formula: C4H5ClN2
Source: the OMol25 dataset
Level of theory: the ωB97M-V functional and the def2-TZVPD basis

Each line ends with the natural charge from an NBO analysis.
Geometry (Å):
C (-0.301, 1.395, -0.566)  -0.193
C (0.144, 0.442, 0.282)  -0.231
C (1.558, 0.204, 0.323)  -0.058
C (-0.753, -0.206, 1.194)  -0.640
N (0.882, -1.785, -3.114)  0.012
N (0.363, -2.017, -2.170)  -0.010
Cl (2.159, -0.703, 1.591)  0.046
H (-1.358, 1.564, -0.479)  0.186
H (0.327, 2.065, -1.266)  0.233
H (-1.736, 0.423, 1.083)  0.201
H (-0.917, -1.194, 0.934)  0.226
H (-0.368, -0.189, 2.188)  0.228

E_LUMO (spin up / spin down) (Ha): -0.0350 / -0.0350
Total charge: 0
HOMO level (spin up / spin down) (eV): -8.208 / -8.205
Gap between HOMO and LUMO (spin up / spin down) (eV): 7.25 / 7.25


No. 2
Formula: C4H5ClN2
Source: the OMol25 dataset
Level of theory: the ωB97M-V functional and the def2-TZVPD basis

Each line ends with the natural charge from an NBO analysis.
Geometry (Å):
Cl (0.256, -2.120, -0.809)  0.009
C (-0.023, -0.543, -0.140)  -0.083
C (-1.187, 0.105, -0.302)  -0.190
C (-1.289, 1.441, 0.399)  -0.262
N (0.017, 2.064, 0.385)  -0.429
N (1.099, 1.349, 0.818)  -0.182
C (1.083, 0.088, 0.575)  -0.060
H (-2.020, -0.304, -0.847)  0.227
H (-1.977, 2.091, -0.138)  0.216
H (-1.687, 1.309, 1.439)  0.170
H (0.062, 2.982, 0.788)  0.376
H (1.952, -0.472, 0.886)  0.210

E_LUMO (Ha): 0.0216
SMILES string: ClC1=CCNN=C1
Total charge: 0
HOMO level (eV): -8.515
Gap between HOMO and LUMO (eV): 9.10


No. 3
Formula: C4H5ClN2O
Source: the OMol25 dataset
Level of theory: the ωB97M-V functional and the def2-TZVPD basis

Each line ends with the natural charge from an NBO analysis.
Geometry (Å):
Cl (2.800, -0.710, -1.197)  0.004
C (1.229, -1.249, -0.733)  -0.300
C (0.330, -0.348, -0.316)  0.154
C (0.543, 1.173, -0.313)  -0.114
O (-0.717, 1.763, -0.228)  -0.401
N (-1.478, 1.387, 0.930)  -0.150
C (-1.559, 0.124, 0.977)  0.199
N (-0.995, -0.780, 0.065)  -0.600
H (0.917, -2.263, -0.710)  0.208
H (1.118, 1.397, 0.571)  0.187
H (1.067, 1.492, -1.133)  0.219
H (-2.242, -0.224, 1.723)  0.198
H (-1.013, -1.761, 0.363)  0.398

E_LUMO (Ha): 0.0236
SMILES string: Cl/C=C1\CON=CN1
Total charge: 0
HOMO level (eV): -8.870
Gap between HOMO and LUMO (eV): 9.51


No. 4
Formula: C4H5ClN2O
Source: the OMol25 dataset
Level of theory: the ωB97M-V functional and the def2-TZVPD basis

Each line ends with the Mulliken spin population.
Geometry (Å):
C (1.111, -0.192, 0.604)  0.011
C (-2.628, -0.231, 0.158)  0.004
C (1.527, 1.246, -1.243)  0.689
C (-0.349, -0.647, 0.718)  0.044
N (1.333, 1.040, 0.015)  0.966
N (-1.334, -0.022, 0.283)  -0.005
O (-3.122, -0.714, -0.825)  0.002
Cl (1.738, -1.745, -0.128)  0.094
H (1.609, -0.100, 1.678)  0.038
H (-3.068, 0.416, 1.073)  -0.001
H (1.736, 2.206, -1.602)  0.068
H (1.715, 0.430, -1.953)  0.095
H (-0.267, -1.688, 1.222)  -0.004

E_LUMO (spin up / spin down) (Ha): 0.0159 / -0.1221
Total charge: 0
Expectation value of S²: 2.006
Spin multiplicity: 3
HOMO level (spin up / spin down) (eV): -6.477 / -10.151
Gap between HOMO and LUMO (spin up / spin down) (eV): 6.91 / 6.83


No. 5
Formula: C4H5ClN2O2
Source: the OMol25 dataset
Level of theory: the ωB97M-V functional and the def2-TZVPD basis

Each line ends with the natural charge from an NBO analysis.
Geometry (Å):
N (-2.041, 2.243, 0.357)  -0.222
C (-1.635, 1.185, 0.116)  0.204
C (-1.340, -0.128, -0.088)  -0.023
Cl (-1.514, -0.608, -1.760)  0.061
N (-1.172, -1.071, 0.764)  0.400
O (-1.094, -0.949, 1.968)  -0.413
O (-1.107, -2.334, 0.183)  -0.516
H (-1.286, -2.981, 0.992)  0.508
C (2.103, 0.200, -0.644)  -0.392
C (1.726, 1.364, -0.214)  -0.370
H (1.410, -0.249, -1.277)  0.181
H (2.873, -0.486, -0.275)  0.202
H (0.849, 1.858, -0.627)  0.189
H (2.228, 1.958, 0.504)  0.192

E_LUMO (Ha): -0.0171
SMILES string: N#C/C(Cl)=[N+](\[O-])O.C=C
Total charge: 0
HOMO level (eV): -9.783
Gap between HOMO and LUMO (eV): 9.32


No. 6
Formula: C4H5ClN2S
Source: the OMol25 dataset
Level of theory: the ωB97M-V functional and the def2-TZVPD basis

Each line ends with the natural charge from an NBO analysis.
Geometry (Å):
C (-0.963, -1.492, 1.496)  -0.826
S (-0.165, -1.777, -0.097)  0.288
C (0.202, -0.093, -0.508)  0.080
N (-0.162, 0.161, -1.722)  -0.819
C (0.803, 0.963, 0.223)  -0.240
Cl (1.921, 0.553, 1.641)  -0.039
C (1.168, 2.176, -0.578)  0.248
N (1.337, 3.027, -1.375)  -0.333
H (-0.091, -2.004, 2.289)  0.268
H (-2.116, -2.013, 1.276)  0.254
H (-1.128, -0.288, 1.613)  0.266
H (-1.278, 0.043, -1.901)  0.423
H (0.473, 0.745, -2.359)  0.430

E_LUMO (Ha): 0.0015
SMILES string: CS/C(N)=C(\Cl)C#N
Total charge: 0
HOMO level (eV): -8.758
Gap between HOMO and LUMO (eV): 8.80


No. 7
Formula: C4H5ClO
Source: the OMol25 dataset
Level of theory: the ωB97M-V functional and the def2-TZVPD basis

Each line ends with the natural charge from an NBO analysis.
Geometry (Å):
C (0.509, 1.775, -0.031)  -0.300
C (0.307, 0.480, 0.033)  -0.177
Cl (1.678, -0.567, 0.015)  0.002
C (-1.074, -0.040, 0.023)  0.536
C (-1.349, -1.484, -0.052)  -0.716
O (-1.978, 0.754, 0.020)  -0.530
H (-0.364, 2.449, 0.124)  0.239
H (1.480, 2.228, -0.296)  0.216
H (-0.813, -1.985, -0.857)  0.244
H (-0.938, -1.944, 0.874)  0.241
H (-2.422, -1.521, -0.105)  0.245

E_LUMO (Ha): 0.0035
SMILES string: C=C(Cl)C(C)=O
Total charge: 0
HOMO level (eV): -9.972
Gap between HOMO and LUMO (eV): 10.07


No. 8
Formula: C4H5ClO
Source: the OMol25 dataset
Level of theory: the ωB97M-V functional and the def2-TZVPD basis

Each line ends with the natural charge from an NBO analysis.
Geometry (Å):
C (-0.133, 1.299, -0.301)  0.353
C (-2.364, 2.121, 1.316)  -0.222
C (1.056, 0.849, -1.087)  0.062
C (2.178, -0.049, -0.618)  -0.659
O (0.780, 2.186, -0.478)  -0.403
Cl (0.814, 0.857, -2.855)  -0.016
H (-3.009, 2.217, 0.332)  0.091
H (-2.129, 3.108, 1.624)  0.066
H (2.365, -0.830, -1.333)  0.254
H (2.071, -0.343, 0.516)  0.243
H (3.058, 0.535, -0.679)  0.233

E_LUMO (spin up / spin down) (Ha): -0.0067 / -0.0091
Total charge: 0
HOMO level (spin up / spin down) (eV): -8.917 / -8.758
Gap between HOMO and LUMO (spin up / spin down) (eV): 8.74 / 8.51


No. 9
Formula: C4H5ClO
Source: the OMol25 dataset
Level of theory: the ωB97M-V functional and the def2-TZVPD basis

Each line ends with the Mulliken spin population.
Geometry (Å):
C (0.975, -0.155, -0.673)  0.573
C (1.525, -1.240, -1.014)  0.910
C (0.541, 0.950, 0.067)  0.142
C (-0.831, 1.147, 0.618)  -0.012
O (0.764, 1.067, -1.305)  0.266
Cl (1.684, 1.937, 1.100)  0.082
H (1.779, -1.469, -1.995)  0.022
H (1.550, -2.163, -0.335)  0.018
H (-1.126, 2.220, 0.445)  0.001
H (-0.781, 0.974, 1.665)  -0.001
H (-1.598, 0.555, 0.349)  -0.002

E_LUMO (spin up / spin down) (Ha): 0.0322 / -0.1005
Total charge: 0
Expectation value of S²: 2.006
Spin multiplicity: 3
HOMO level (spin up / spin down) (eV): -5.326 / -10.725
Gap between HOMO and LUMO (spin up / spin down) (eV): 6.20 / 7.99


No. 10
Formula: C4H5ClO2
Source: the OMol25 dataset
Level of theory: the ωB97M-V functional and the def2-TZVPD basis

Each line ends with the natural charge from an NBO analysis.
Geometry (Å):
Cl (-2.051, 1.874, 1.406)  0.018
C (-0.481, 1.496, 0.727)  -0.174
C (-0.479, 0.492, -0.426)  0.013
O (0.309, -0.185, -1.429)  -0.499
C (0.541, -1.409, -0.746)  0.201
O (0.352, -1.271, 0.714)  -0.499
C (0.285, 0.174, 0.807)  0.005
H (0.156, 2.376, 0.809)  0.248
H (-1.432, -0.082, -0.399)  0.182
H (1.581, -1.698, -1.028)  0.165
H (-0.088, -2.269, -0.980)  0.164
H (1.307, 0.503, 0.543)  0.174

E_LUMO (Ha): 0.0274
SMILES string: ClC1[C@H]2OCO[C@H]12
Total charge: 0
HOMO level (eV): -9.751
Gap between HOMO and LUMO (eV): 10.50


Short version: ΔE to the lowest compared entry with this formula, charge and spin = 334.6, 171.7, 294.0, 324.9, 609.0, 352.4, 12.0, 740.7, 181.5, 419.8 kJ/mol, in the order given.